133
Properties=species:S:1:pos:R:3 method="wB97M-V/def2-TZVPD" charge=+1 energy_ev=-139686.0576 lumo_energy_ev=-2.4803 e_homo_ev=-10.71 orbital_gap_ha=0.302
C -2.667 5.337 -4.316
C -3.773 5.256 -3.207
C -4.308 3.770 -3.180
C -4.244 3.172 -1.716
C -2.885 2.485 -1.582
C -2.699 1.139 -2.440
Cl -4.241 0.511 -3.104
C -1.643 0.171 -1.685
C -0.359 0.870 -2.278
C 1.063 0.571 -1.710
C 1.928 1.833 -1.433
F 2.927 1.912 -2.411
S -1.575 -1.539 -2.310
O -2.399 -1.763 -3.459
O -1.981 -2.542 -1.360
C 0.073 -2.203 -2.921
F 0.967 -2.415 -1.977
F -0.268 -3.411 -3.337
F 0.546 -1.600 -3.991
N -2.087 0.481 -0.268
C -1.088 0.206 0.826
C -0.698 -1.267 1.062
C 0.305 -1.485 2.231
C 0.168 -0.527 3.442
C 0.623 -1.132 4.797
O 2.017 -0.803 5.031
C 2.114 0.336 5.800
C 2.570 1.659 5.179
O 1.882 0.287 6.945
C -3.465 -0.130 -0.029
C -3.823 -0.682 1.374
C -5.343 -0.499 1.656
O -6.040 -1.425 1.692
O -5.889 0.744 1.905
C -2.333 1.984 -0.162
N -1.174 2.896 0.039
P -3.535 2.768 1.121
O -3.172 4.387 1.034
Cl -2.998 2.354 3.096
H -2.179 4.380 -4.524
H -3.140 5.690 -5.242
H -1.897 6.065 -4.006
H -3.263 5.406 -2.237
H -4.596 5.963 -3.365
H -5.382 3.813 -3.423
H -3.777 3.130 -3.897
H -4.396 4.068 -1.093
H -5.125 2.540 -1.511
H -2.167 3.208 -1.994
H -2.225 1.546 -3.342
H -0.431 1.971 -2.306
H -0.358 0.609 -3.353
H 1.632 0.046 -2.499
H 1.104 -0.123 -0.855
H 1.350 2.771 -1.504
H 2.430 1.741 -0.458
H -0.125 0.715 0.688
H -1.461 0.599 1.782
H -0.167 -1.604 0.151
H -1.530 -1.972 1.184
H 0.125 -2.503 2.611
H 1.343 -1.508 1.876
H -0.904 -0.252 3.558
H 0.731 0.397 3.204
H 0.423 -2.223 4.835
H -0.017 -0.679 5.575
H 2.974 2.273 5.991
H 1.751 2.170 4.650
H 3.378 1.451 4.455
H -3.662 -0.967 -0.720
H -4.281 0.551 -0.338
H -3.293 -0.311 2.261
H -3.697 -1.775 1.364
H -5.522 1.045 2.756
H -1.019 2.948 1.050
H -0.285 2.565 -0.326
H -2.422 4.575 1.627
C 4.041 -0.378 1.102
O 2.897 0.058 1.010
N 4.513 -1.359 0.289
N 4.925 0.085 2.021
H 5.443 -1.731 0.347
H 3.884 -1.727 -0.402
H 4.608 0.811 2.638
H 5.864 -0.256 2.114
C 2.613 -4.374 4.011
O 1.954 -3.682 3.249
N 3.480 -3.835 4.909
N 2.531 -5.734 4.026
H 4.031 -4.379 5.547
H 3.558 -2.832 4.926
H 1.898 -6.163 3.375
H 3.062 -6.317 4.645
C -1.745 -4.553 5.855
O -0.855 -3.714 5.865
N -2.452 -4.887 6.964
N -2.103 -5.225 4.722
H -3.190 -5.572 6.973
H -2.218 -4.412 7.817
H -1.601 -5.005 3.881
H -2.831 -5.915 4.691
C -1.839 3.723 -7.860
O -1.970 4.296 -6.789
N -2.585 2.635 -8.206
N -0.938 4.125 -8.798
H -2.494 2.151 -9.080
H -3.262 2.311 -7.539
H -0.372 4.924 -8.577
H -0.814 3.671 -9.683
C 6.149 2.663 -4.584
O 5.936 3.844 -4.798
N 5.243 1.864 -3.939
N 7.299 2.042 -4.965
H 5.393 0.892 -3.749
H 4.384 2.292 -3.644
H 7.990 2.596 -5.438
H 7.492 1.074 -4.797
C -6.165 -6.018 8.141
O -5.625 -6.001 7.045
N -6.918 -4.981 8.600
N -6.058 -7.076 8.994
H -7.370 -4.973 9.495
H -7.017 -4.185 7.996
H -5.511 -7.859 8.687
H -6.493 -7.110 9.897
C 10.034 0.777 -6.796
O 9.873 1.375 -5.744
N 9.322 -0.340 -7.126
N 10.941 1.175 -7.730
H 9.442 -0.844 -7.985
H 8.644 -0.665 -6.462
H 11.483 1.994 -7.521
H 11.091 0.701 -8.600